ORCA calculation (wB97M-V/def2-TZVPD) on C20H26BrN2O2OsP as an isolated structure at a distorted geometry.

XYZ file:
```
53
Properties=species:S:1:pos:R:3:forces:R:3
Os 0.02202 0.89286 0.56736 2.18 -1.99 -2.00
C -2.55851 -4.23303 -0.03255 0.08 -0.01 -0.02
C -1.55063 -3.36202 0.65873 -0.06 -0.05 0.03
C -0.55844 -3.89449 1.47569 0.03 -0.08 0.00
C 0.37453 -3.06675 2.07857 -0.05 -0.05 0.00
C 0.26276 -1.72183 1.82895 -0.19 -0.22 0.03
Br 1.43884 -0.46385 2.57378 0.00 0.61 0.04
N -0.66445 -1.16960 1.05716 -0.47 0.77 -0.34
C -1.56086 -1.98809 0.48822 -0.08 0.10 0.09
H -2.87508 -5.05180 0.61147 -0.03 0.04 0.02
H -2.11045 -4.67893 -0.92284 -0.01 0.02 0.00
H -3.43820 -3.67019 -0.33996 0.00 0.00 0.02
H -0.51794 -4.96316 1.64894 0.03 0.02 -0.02
H 1.15857 -3.45115 2.71509 -0.02 0.01 0.02
H -2.32175 -1.52055 -0.11282 -0.04 0.04 0.06
C -1.90125 3.74977 1.68132 -0.01 -0.03 -0.24
P -0.60508 2.57296 2.12719 -0.17 -0.20 0.55
C 0.85561 3.57093 2.49188 0.03 0.00 -0.13
C -1.15209 1.91610 3.72340 -0.05 0.12 0.03
H -1.96373 4.50293 2.46746 0.00 -0.01 0.02
H -2.86354 3.24505 1.59806 0.01 0.00 -0.01
H -1.67302 4.24949 0.74032 -0.01 0.01 0.01
H 0.63265 4.24162 3.32233 -0.01 0.01 -0.01
H 1.13528 4.15565 1.61566 0.02 0.01 0.01
H 1.69807 2.93267 2.75409 0.00 0.00 0.02
H -1.53037 2.73821 4.33333 0.02 -0.03 0.04
H -0.32400 1.44336 4.24855 0.00 -0.03 -0.01
H -1.95069 1.18833 3.58187 0.00 0.00 -0.01
O 2.18681 1.75463 0.30287 -0.80 0.28 -0.29
C 2.49117 0.71929 -0.35321 0.33 0.21 -0.03
C 3.78738 0.26021 -0.94501 0.04 0.09 -0.03
C 3.40254 -1.10636 -1.54299 -0.05 0.13 0.04
C 1.92589 -1.29478 -1.20596 0.07 -0.18 0.00
O 1.22643 -2.24210 -1.42621 -0.02 0.00 0.06
N 1.50573 -0.12882 -0.54814 -0.21 -0.38 0.92
H 4.55842 0.20055 -0.17692 -0.02 0.02 0.03
H 4.13347 0.98508 -1.68292 0.01 -0.01 -0.01
H 3.96561 -1.93528 -1.11719 0.00 -0.01 0.01
H 3.52971 -1.15604 -2.62363 -0.01 0.01 -0.01
C -1.43827 1.54644 -0.81323 -1.01 0.81 1.17
C -0.88333 0.79591 -1.91462 0.76 -0.21 0.09
C 0.22496 1.33926 -2.62298 -0.32 0.11 0.21
C 0.74966 0.68311 -3.70865 0.08 -0.22 -0.24
C 0.19355 -0.53019 -4.11722 -0.03 0.09 0.17
C -0.92146 -1.06774 -3.45865 0.11 -0.02 -0.19
C -1.44332 -0.42803 -2.36799 0.08 0.21 0.09
H -2.44319 1.27452 -0.49530 -0.06 -0.05 -0.22
H -1.35088 2.62440 -0.93773 -0.04 0.02 0.10
H 0.63777 2.28978 -2.30255 -0.03 0.01 0.00
H 1.57943 1.10772 -4.25823 0.00 0.00 0.01
H 0.62524 -1.06377 -4.95428 -0.06 0.05 -0.05
H -1.37246 -1.97995 -3.82420 0.03 -0.01 0.01
H -2.32913 -0.81234 -1.88628 -0.04 0.02 -0.07
```
Positions in Å, forces in eV/Å.

The value obtained for the energy above the lowest of the compared OMol25 structures with the same formula, charge and spin is 2.4519 eV. The spin multiplicity is 1. Its total charge is +2. The HOMO-LUMO gap (spin up / spin down) is 5.88 / 6.19 eV.

=====

ORCA calculation (wB97M-V/def2-TZVPD) on C19H33Br6F6N3O7 as an isolated structure at a distorted geometry.

XYZ file:
```
74
Properties=species:S:1:pos:R:3:forces:R:3
C 1.66937 -3.34425 -1.50296 0.20 0.33 -0.78
C 2.45171 -3.47505 -0.19952 0.45 -4.25 -2.87
O 3.10476 -4.49254 0.03613 -0.19 -0.12 -0.08
N 2.48126 -2.45002 0.55197 0.46 3.33 4.05
C 3.21631 -2.46995 1.87752 0.03 0.93 -0.72
H 0.58751 -3.47507 -1.47945 0.01 0.12 0.56
H 2.02026 -4.03280 -2.27165 0.24 -0.31 0.46
H 1.89542 -2.36753 -1.93079 -0.26 0.29 0.04
H 1.86018 -1.69399 0.30142 0.04 0.23 0.47
H 3.57941 -3.45374 2.17488 -0.68 -0.06 -0.39
H 2.67215 -1.97200 2.68004 -0.65 -0.47 -0.18
H 4.11533 -1.85482 1.83922 0.20 0.05 -0.57
C -6.02656 0.55370 -2.06856 0.84 -0.26 -0.04
C -6.86655 0.54474 -0.78512 0.07 2.82 -3.79
O -7.32469 1.60721 -0.39300 0.34 0.13 0.67
N -7.20757 -0.59427 -0.30083 -0.37 -4.32 1.50
C -6.84839 -1.99034 -0.74363 -0.73 0.71 1.07
H -5.58687 -0.38341 -2.41002 0.40 -0.31 0.81
H -5.25096 1.28254 -1.83330 0.15 0.01 -0.49
H -6.50010 0.81299 -3.01547 -0.76 0.78 0.56
H -7.77730 -0.46918 0.52370 -0.11 -0.47 0.06
H -7.02113 -2.17312 -1.80422 0.16 0.32 0.10
H -7.51028 -2.65843 -0.19260 -0.27 0.13 -0.14
H -5.86771 -2.33274 -0.41327 0.30 0.50 -0.33
C -2.76339 -0.15538 0.04495 -0.45 -0.49 0.57
C -1.30554 -0.05319 -0.34986 -0.31 -0.30 0.19
O -0.39427 -0.54747 0.28217 0.73 -0.62 1.23
N -1.08095 0.54521 -1.49955 -1.61 1.40 -1.63
C 0.19361 0.57832 -2.18271 -0.04 -0.17 0.92
H -3.00273 -1.21211 0.16390 0.12 -0.17 -0.18
H -3.48963 0.25566 -0.65625 0.26 0.16 -0.09
H -2.98385 0.24404 1.03488 0.31 0.33 -0.03
H -1.92881 0.85798 -1.95055 0.45 0.17 -0.33
H 0.43030 -0.47642 -2.32269 0.80 0.29 -0.34
H 0.88180 1.09275 -1.51201 0.39 -0.41 -0.09
H 0.19874 1.15980 -3.10464 -0.47 -0.33 0.02
C 1.79403 0.94386 2.47626 0.18 -1.21 0.54
C 0.51122 0.46647 3.18605 -0.28 1.03 -0.83
O 0.59818 0.70024 4.59450 0.28 0.33 1.90
C 1.04385 -0.22960 5.47964 -1.27 -0.20 -2.96
O 1.33855 -1.34137 5.15204 0.38 0.00 0.64
C 0.99910 0.24102 6.92951 -0.37 -0.80 0.80
F 2.11654 -0.13273 7.52251 0.90 -0.03 0.22
F 0.87854 1.54751 7.04058 -0.42 0.24 0.17
F 0.01126 -0.40850 7.62848 0.30 0.89 -0.91
H 2.06636 1.98447 2.65249 -0.54 0.06 0.19
H 1.74061 0.77828 1.40023 -0.15 -0.10 0.06
H 2.61344 0.35520 2.88874 0.25 -0.06 -0.24
H 0.07873 -0.50854 2.96152 0.92 -0.34 -0.01
H -0.27005 1.14159 2.83686 -0.20 0.21 0.35
C 7.38821 -0.40566 -2.17444 -2.64 0.94 -0.44
C 5.79574 -0.48605 -2.51171 2.54 -0.38 0.96
O 5.26462 0.80183 -2.91319 -1.20 0.60 -0.31
C 3.92810 0.91350 -3.20464 0.15 -2.33 1.31
O 3.16620 -0.03615 -3.16059 0.89 1.81 -0.34
C 3.40521 2.38564 -3.50107 -0.40 -2.30 0.72
F 4.37544 3.21927 -3.55754 1.56 1.49 -0.59
F 2.73113 2.32089 -4.64787 0.18 0.32 -0.12
F 2.57191 2.81619 -2.53891 -0.11 -0.43 -0.11
H 7.64276 -1.45872 -2.05467 0.60 0.25 -0.35
H 7.53776 0.11304 -1.22750 -0.14 -0.12 0.08
H 7.88845 0.20949 -2.92240 0.33 -0.71 -0.22
H 5.44722 -0.85816 -1.54830 -1.08 0.37 -0.23
H 5.67778 -1.27789 -3.25142 -0.44 0.46 -0.25
C -1.67839 3.07463 -4.59076 0.52 -0.07 0.33
Br -1.30693 3.94736 -2.83687 -0.16 -0.73 -1.00
Br -2.81406 1.43676 -4.38873 0.67 1.36 -0.27
Br -0.03649 2.65699 -5.59898 -0.99 0.15 0.61
H -2.14517 3.87069 -5.17085 -0.39 -0.62 0.14
C -2.91675 1.85457 4.39611 -0.58 0.89 0.44
Br -4.82087 2.27395 4.05180 0.88 -0.13 0.10
Br -2.77303 0.92115 6.12831 0.19 0.56 -1.11
Br -1.83172 3.56091 4.31705 -0.76 -1.55 0.10
H -2.63833 1.20076 3.56961 0.32 0.18 0.43
```
Positions in Å, forces in eV/Å.

The spin multiplicity is 1. The HOMO-LUMO gap is 8.02 eV.

=====

ORCA calculation (wB97M-V/def2-TZVPD) on C3H6S2 as an isolated structure at a distorted geometry.

XYZ file:
```
11
Properties=species:S:1:pos:R:3:forces:R:3
C 0.95566 0.03611 -0.87229 1.85 -2.70 -7.04
C 0.61863 0.42413 0.48282 3.19 5.41 1.28
C -0.77546 0.10536 0.50109 -5.93 -0.25 1.64
H 2.16662 -0.51193 -1.18536 -3.86 1.90 1.41
H 0.06483 -0.96130 -1.10883 3.16 3.17 -0.48
H 0.88079 1.16979 -1.73254 -0.10 -4.17 2.50
H 1.20522 -0.04256 1.34155 -0.86 0.53 -1.25
H 0.94647 1.66900 0.35510 -1.43 -3.43 1.56
H -2.58411 -1.12386 0.98029 2.61 -0.71 -0.29
S -1.06989 -1.51083 0.95928 -1.41 -1.27 1.03
S -2.40876 0.74609 0.27889 2.78 1.52 -0.36
```
Positions in Å, forces in eV/Å.

The value obtained for the energy above the lowest of the compared OMol25 structures with the same formula, charge and spin is 5.9790 eV. The spin multiplicity is 1. The HOMO-LUMO gap is 7.56 eV.

=====

ORCA calculation (wB97M-V/def2-TZVPD) on C4H2AlO6 as an isolated structure at a distorted geometry.

XYZ file:
```
13
Properties=species:S:1:pos:R:3:forces:R:3
O 2.92279 1.44012 0.10170 -0.98 0.42 0.21
C 2.25429 0.44268 -0.12147 -5.57 1.84 1.89
O 2.62428 -0.64637 -0.55114 -2.84 -2.53 -0.38
O 0.82673 0.58926 0.22182 -0.30 0.24 0.15
Al 4.04327 0.22523 -0.54143 10.33 0.44 -1.88
H 0.46357 -1.38209 -0.15886 -0.18 -0.09 0.08
O -2.26244 -1.03587 -0.07244 -0.09 -0.03 -0.45
O -1.98161 0.92675 0.31836 -0.36 0.61 -0.57
O -3.49701 0.43444 -1.37038 -2.84 0.90 -2.58
C 0.08211 -0.40578 0.18081 0.32 -0.51 -0.17
C -1.32823 -0.26307 0.68587 -1.08 -0.10 -0.06
C -2.80617 0.15438 -0.46130 3.75 -1.11 3.44
H -1.34156 -0.47967 1.76845 -0.15 -0.08 0.31
```
Positions in Å, forces in eV/Å.

The spin multiplicity is 1. Its total charge is +3. The HOMO-LUMO gap (spin up / spin down) is 10.74 / 2.94 eV.

=====

ORCA calculation (wB97M-V/def2-TZVPD) on one molecule with the formula C21H20ClN5OS at a distorted geometry.

XYZ file:
```
49
Properties=species:S:1:pos:R:3:forces:R:3
C -4.61478 -1.14550 0.51544 0.73 -1.36 0.48
C -3.22527 -1.18293 1.24363 -0.84 0.02 -0.26
N -2.27801 -0.11231 0.79705 -1.03 -1.10 -0.07
C -0.94019 -0.29541 1.08997 2.17 -1.58 1.81
N -0.61737 -0.98479 2.20656 -0.04 -0.34 0.01
C 0.66587 -1.28583 2.49368 -1.79 0.48 -0.09
C 1.70174 -0.90040 1.69281 0.97 0.73 -0.51
C 3.12293 -1.12701 2.13636 -0.97 -0.71 0.59
S 3.69977 -2.77383 1.57674 0.04 0.31 0.41
C 4.00684 -2.29285 -0.08709 -0.48 -0.59 -1.03
C 5.16434 -1.60262 -0.40008 0.79 0.07 -0.35
C 5.47837 -1.36490 -1.73613 -0.49 0.30 -0.50
N 4.64476 -1.67963 -2.76286 0.50 0.03 1.15
C 3.49438 -2.28608 -2.45266 -0.32 0.60 0.17
C 2.50214 -2.45011 -3.57834 -0.45 -0.32 0.23
C 3.14477 -2.64068 -1.12952 0.17 0.03 -0.18
C 1.40754 -0.22456 0.50993 0.11 0.26 0.14
C 0.07896 0.12955 0.24415 -0.30 -0.54 -0.03
C -0.29267 0.76415 -1.01743 0.65 1.62 -0.79
O 0.40628 0.66403 -1.99069 1.31 -1.01 -1.35
N -1.27877 1.71178 -1.14292 -0.95 -0.24 1.75
C -2.15334 2.12497 -0.10948 -0.34 -0.54 0.98
C -2.56787 3.43991 0.01556 0.13 0.25 -0.37
C -1.97429 4.46490 -0.91305 -0.99 0.60 0.28
C -3.52592 3.76578 0.97049 -0.65 0.26 0.66
C -4.01359 2.79004 1.83725 1.16 -0.12 -1.17
Cl -5.15247 3.24316 3.04268 -0.26 -0.16 0.18
N -3.58832 1.53835 1.77884 0.20 0.24 0.11
C -2.66918 1.21862 0.86896 -0.72 0.83 -1.07
H -5.28115 -1.96552 0.92453 0.93 0.80 -0.46
H -5.09446 -0.22922 0.74694 -0.50 0.92 0.21
H -4.56171 -1.23618 -0.56444 0.16 -0.14 -0.16
H -3.51252 -1.05975 2.28892 0.60 -0.07 0.16
H -2.71000 -2.15626 1.10493 -0.30 0.73 0.09
H 0.87967 -1.82744 3.41946 -0.36 0.11 -0.19
H 3.15443 -1.11194 3.23934 0.12 -0.14 -0.44
H 3.75737 -0.34386 1.77526 0.56 0.28 -0.26
H 5.84189 -1.32596 0.40528 -0.01 0.02 -0.26
H 6.40720 -0.83047 -2.01670 -0.62 -0.49 0.21
H 2.63509 -1.71529 -4.36020 0.30 0.28 0.02
H 2.60305 -3.42108 -4.05500 0.03 -0.26 0.00
H 1.46359 -2.35595 -3.22712 0.37 -0.09 0.05
H 2.19882 -3.16336 -0.94157 0.45 0.25 -0.01
H 2.25509 0.01198 -0.15623 -0.86 0.17 0.15
H -1.13892 2.24469 -1.99381 -0.37 -0.01 0.27
H -2.47267 5.42502 -0.70511 0.32 -0.22 -0.24
H -2.18406 4.20915 -1.96137 0.29 0.11 0.21
H -0.90715 4.58495 -0.72511 0.02 -0.10 -0.22
H -3.96023 4.76071 1.10213 0.51 -0.17 -0.35
```
Positions in Å, forces in eV/Å.

As for the structure (SMILES): CCN1c2ncc(CSc3ccnc(C)c3)cc2C(=O)Nc2c(C)cc(Cl)nc21. The value obtained for the energy above the lowest of the compared OMol25 structures with the same formula, charge and spin is 0.1320 eV. The spin multiplicity is 1. The HOMO-LUMO gap is 8.61 eV.